No. 1
Formula: C5H8O2
Source: the Open Molecules 2025 dataset
Level of theory: ωB97M-V/def2-TZVPD

CARTESIAN COORDINATES (ANGSTROEM)
O  -2.13320  -0.25330  -0.88587
C  -1.24616  -0.07188  0.19163
C  -0.20156  -1.20196  0.37257
C  0.88308  -0.11773  0.36606
O  1.86284  0.01055  1.33897
C  0.90002  0.56627  -0.96321
C  -0.12843  0.96053  0.07013
H  -2.58733  0.59037  -1.01071
H  -1.78783  0.08938  1.13382
H  -0.28331  -1.72984  1.32564
H  -0.17651  -1.93016  -0.44703
H  2.73332  -0.20400  0.98214
H  1.69995  1.28925  -1.10444
H  0.59053  0.04837  -1.87284
H  -0.12542  1.95413  0.50314

- relative energy (zero: lowest compared OMol25 entry of this formula, charge and spin) (kcal/mol) = 49.4
- structure (SMILES) = O[C@H]1C[C@@]2(O)C[C@@H]12

Results of the Löwdin charge analysis, in e, for atoms 1 through 2: -0.017 -0.341

=====

No. 2
Formula: C5H8N2O
Source: the Open Molecules 2025 dataset
Level of theory: ωB97M-V/def2-TZVPD

CARTESIAN COORDINATES (ANGSTROEM)
C  0.86230  -0.49532  -0.04936
C  -0.30408  -0.45165  0.97575
C  -0.35540  -0.42818  -1.02667
C  -0.90820  0.94561  -0.74770
C  -0.92812  0.92762  0.71222
H  2.78294  -0.07567  0.40716
H  1.96703  1.30580  0.10063
H  1.21088  -1.53220  -0.07080
H  -0.22509  -0.83807  1.99650
H  -0.87406  -2.19907  -0.08710
H  -0.35341  -0.73484  -2.07325
H  -1.76837  1.28941  -1.29689
H  -1.76722  1.28460  1.30104
N  2.01995  0.33483  -0.12772
N  -1.17539  -1.22935  -0.00550
O  -0.18376  1.89649  -0.00832

- relative energy (zero: lowest compared OMol25 entry of this formula, charge and spin) (kcal/mol) = 79.9

Results of the Löwdin charge analysis, in e, for atoms 1 through 2: -0.296 -0.181

=====

No. 3
Formula: C4H10NOS2
Source: the Open Molecules 2025 dataset
Level of theory: ωB97M-V/def2-TZVPD

CARTESIAN COORDINATES (ANGSTROEM)
N  -1.29539  0.87157  -1.54730
C  -2.30968  0.70278  -0.63971
C  1.97492  -3.70439  1.11528
O  1.19722  -4.47220  1.61160
C  -3.08179  -0.33000  -0.35888
S  2.44507  4.10155  1.52511
S  2.91555  2.21509  0.70952
C  1.29093  1.45321  0.21534
H  -0.95509  1.76600  -1.78201
H  -1.01848  0.16465  -2.21327
H  -2.46156  1.64585  -0.11749
H  2.16612  -3.78549  0.01449
H  2.63575  -2.95530  1.55669
H  -3.02843  -1.32034  -0.80257
H  -3.80568  -0.31774  0.44402
H  0.62781  2.29995  0.11325
H  1.12612  0.63556  0.90638
H  1.57662  1.02924  -0.75046

- relative energy (zero: lowest compared OMol25 entry of this formula, charge and spin) (kcal/mol) = 17.0
- charge = -1

Results of the Löwdin charge analysis, in e, for atoms 1 through 2: 0.049 -0.319

=====

No. 4
Formula: C37H35BF4O6P
Source: the Open Molecules 2025 dataset
Level of theory: ωB97M-V/def2-TZVPD

CARTESIAN COORDINATES (ANGSTROEM)
C  -5.14455  0.35447  -0.81353
O  -4.19359  -0.49227  -0.17431
B  -2.89250  -0.43448  -0.66477
O  -2.45215  0.78686  -1.21460
P  -1.83585  -2.11152  -0.56115
C  -0.85214  -3.77061  -0.29189
C  -2.34893  -2.61448  -2.36258
C  -3.85377  -2.83495  -2.64078
C  -4.49966  -3.87972  -1.80438
F  -4.09579  -5.17267  -1.96578
C  -5.41873  -3.58663  -0.83808
F  -6.64153  -3.11171  -1.13538
F  -5.26261  -3.70177  0.47586
C  -0.18020  -1.25028  -1.14268
C  0.42705  -0.28132  -0.17198
C  1.09440  -0.88360  1.05080
F  1.47853  0.40762  -0.88827
H  -6.09609  -0.17849  -0.81526
H  -4.89382  0.56844  -1.84951
H  -5.28286  1.26641  -0.23535
H  -2.45885  0.71818  -2.17208
H  -1.47692  -1.68403  0.85160
H  -2.97516  -2.79165  0.05209
H  -0.31213  -4.09826  -1.18613
H  -0.11616  -3.68005  0.51055
H  -1.54764  -4.57724  -0.04593
H  -2.04127  -1.80172  -3.03118
H  -1.82649  -3.49081  -2.74698
H  -3.91588  -3.17113  -3.68956
H  -4.45823  -1.92920  -2.62800
H  0.56953  -2.02176  -1.32015
H  -0.28712  -0.72565  -2.09688
H  -0.24178  0.51053  0.16116
H  1.81636  -0.14945  1.41138
H  0.34767  -1.00735  1.82574
H  1.63179  -1.80584  0.85206
C  7.08198  2.21469  -8.40379
C  7.73344  1.53265  -7.38104
C  7.07579  1.27185  -6.19159
C  5.76675  1.70081  -6.01352
C  5.12128  2.40399  -7.03052
C  5.78000  2.64969  -8.22888
C  3.73183  2.91463  -6.84374
O  3.17475  3.52273  -7.73626
C  3.06061  2.66630  -5.54228
C  1.78889  3.17960  -5.32682
C  1.14452  2.94598  -4.12324
C  1.76035  2.19120  -3.12963
C  3.03085  1.68027  -3.33691
C  3.68941  1.92183  -4.53640
C  5.06692  1.39489  -4.73007
O  5.61881  0.73802  -3.87290
H  7.59477  2.41030  -9.33665
H  8.75558  1.20304  -7.51498
H  7.57575  0.73748  -5.39574
H  5.27101  3.18443  -9.01871
H  1.30840  3.76290  -6.10015
H  0.15482  3.35080  -3.95581
H  1.25473  2.00280  -2.19662
H  3.51023  1.09645  -2.56397
C  1.88999  0.94464  9.29953
C  0.85407  1.28621  10.16317
C  -0.46022  1.20039  9.73864
C  -0.74583  0.78291  8.44462
C  0.29405  0.46187  7.57201
C  1.61092  0.53432  8.00759
C  0.01372  0.05546  6.16268
O  0.92251  -0.22650  5.41210
C  -1.40323  0.01524  5.71091
C  -1.68897  -0.30590  4.38942
C  -3.00410  -0.35889  3.96211
C  -4.04261  -0.09457  4.84750
C  -3.76525  0.23114  6.16464
C  -2.44746  0.29531  6.60057
C  -2.16872  0.67950  8.00879
O  -3.07030  0.91064  8.79003
H  2.91702  1.00415  9.63564
H  1.07473  1.61802  11.16945
H  -1.26898  1.45979  10.40758
H  2.41255  0.27265  7.33093
H  -0.88497  -0.51082  3.69662
H  -3.21608  -0.60461  2.92764
H  -5.06838  -0.14228  4.50693
H  -4.56885  0.44015  6.85704

- charge = -1

Results of the Löwdin charge analysis, in e, for atoms 1 through 2: -0.095 -0.044

=====

No. 5
Formula: C4H8Cl2O
Source: the Open Molecules 2025 dataset
Level of theory: ωB97M-V/def2-TZVPD

CARTESIAN COORDINATES (ANGSTROEM)
C  -1.59117  0.27661  -1.05456
C  -0.88496  0.49422  0.09583
C  -0.37140  -0.68398  0.90799
O  -1.02079  1.67721  0.81909
H  -1.51330  -0.80077  -1.47942
H  -1.99970  1.09245  -1.71180
H  -1.14605  -0.96690  1.58150
H  -0.12438  -1.41128  0.19408
H  0.44889  -0.44162  1.65715
H  -1.42533  2.47345  0.43328
Cl  2.39363  1.10470  0.05622
C  2.22899  -0.59350  0.11802
Cl  3.80943  -1.38529  0.11698
H  1.78172  -1.11031  -0.57544
H  1.76200  -0.95149  1.03305

- relative energy (zero: lowest compared OMol25 entry of this formula, charge and spin) (kcal/mol) = 50.7
- structure (SMILES) = C=C(C)O.ClCCl

Results of the Löwdin charge analysis, in e, for atoms 1 through 2: 0.027 -0.454

=====

The calculation returns the following frontier orbital gap values, one per record and in order: 10.4; 10.1; 4.9; 4.3; 9.7 eV.
The calculation returns the following HOMO level values, one per record and in order: -9.505; -9.094; -2.118; -3.501; -8.987 eV.